Entry 1:
{"formula": "C42H38Br3N7O4Ta", "method": "ωB97M-V/def2-TZVPD", "spin_multiplicity": 1, "homo_energy_ev": -9.5, "e_above_lowest_kj_mol": 41.2, "charge": 1, "largest_force_ev_per_a": 2.847, "orbital_gap_ev": 6.148, "symbols": ["Ta", "Br", "C", "C", "C", "C", "O", "C", "C", "N", "C", "C", "C", "C", "C", "C", "C", "C", "N", "C", "C", "H", "H", "H", "H", "H", "H", "H", "H", "H", "H", "Br", "C", "C", "C", "Br", "C", "C", "C", "C", "N", "C", "C", "O", "H", "H", "H", "H", "O", "H", "H", "C", "C", "C", "C", "C", "N", "C", "O", "N", "C", "C", "C", "C", "N", "C", "C", "C", "H", "H", "H", "H", "H", "H", "H", "H", "H", "H", "H", "H", "H", "C", "C", "C", "C", "N", "H", "H", "H", "H", "H", "H", "H", "H", "H"], "xyz": [[0.253, -0.017, -0.354], [6.064, -3.016, -3.237], [4.581, -2.092, -2.520], [4.855, -0.941, -1.683], [3.858, -0.192, -1.211], [2.419, -0.588, -1.377], [1.908, -0.940, -0.094], [2.200, -1.801, -2.259], [0.925, -2.259, -2.331], [-0.105, -1.691, -1.623], [-1.307, -2.373, -1.541], [-1.896, -3.110, -2.545], [-3.075, -3.837, -2.308], [-3.656, -3.858, -1.069], [-3.070, -3.135, -0.008], [-3.532, -3.187, 1.325], [-2.842, -2.529, 2.308], [-1.717, -1.766, 1.963], [-1.283, -1.659, 0.726], [-1.916, -2.356, -0.256], [3.332, -2.489, -2.812], [5.884, -0.679, -1.478], [4.026, 0.690, -0.603], [0.717, -3.172, -2.879], [-1.447, -3.124, -3.530], [-3.516, -4.399, -3.120], [-4.540, -4.451, -0.877], [-4.410, -3.777, 1.556], [-3.142, -2.596, 3.344], [-1.162, -1.225, 2.718], [3.158, -3.357, -3.436], [0.061, 4.530, 0.675], [-1.262, 3.888, -0.510], [-2.082, 4.769, -1.231], [-3.009, 4.272, -2.106], [-4.088, 5.485, -3.078], [-3.146, 2.876, -2.317], [-4.053, 2.264, -3.209], [-4.026, 0.904, -3.360], [-3.079, 0.145, -2.648], [-2.225, 0.674, -1.804], [-2.275, 2.014, -1.616], [-1.334, 2.526, -0.693], [-0.523, 1.659, -0.112], [-1.962, 5.836, -1.106], [-4.747, 2.871, -3.772], [-4.708, 0.406, -4.034], [-3.017, -0.927, -2.789], [-2.789, 0.767, 1.276], [-3.456, 0.238, 1.730], [-3.196, 1.629, 1.127], [7.189, -5.823, -0.335], [6.436, -4.790, 0.456], [7.099, -3.901, 1.293], [6.415, -2.968, 2.059], [5.028, -2.909, 1.990], [4.244, -2.014, 2.760], [4.672, -1.122, 3.688], [5.806, -0.979, 4.082], [3.649, -0.348, 4.290], [2.452, 0.143, 3.813], [1.577, 0.801, 4.687], [0.375, 1.285, 4.214], [0.041, 1.102, 2.883], [0.876, 0.502, 2.036], [2.055, 0.055, 2.475], [4.350, -3.770, 1.131], [5.049, -4.696, 0.377], [8.170, -6.007, 0.100], [7.337, -5.488, -1.363], [6.638, -6.762, -0.370], [8.179, -3.944, 1.361], [6.951, -2.308, 2.720], [3.252, -2.137, 2.644], [3.975, 0.060, 5.152], [1.849, 0.930, 5.727], [-0.307, 1.803, 4.873], [-0.899, 1.447, 2.476], [2.702, -0.363, 1.721], [3.268, -3.718, 1.059], [4.506, -5.369, -0.276], [2.976, 1.184, -3.693], [1.580, 1.181, -3.069], [1.134, 2.633, -2.843], [0.593, 0.517, -4.046], [1.535, 0.511, -1.751], [2.920, 1.662, -4.671], [3.354, 0.172, -3.835], [3.680, 1.742, -3.077], [1.420, 3.258, -3.688], [1.603, 3.029, -1.941], [0.052, 2.684, -2.727], [0.484, 1.137, -4.936], [-0.382, 0.403, -3.571], [0.948, -0.466, -4.350]]}

=====

Entry 2:
{"formula": "C42H38Br3N7O4Ta", "method": "ωB97M-V/def2-TZVPD", "spin_multiplicity": 1, "homo_energy_ev": -10.4, "e_above_lowest_kj_mol": 0.0, "charge": 1, "largest_force_ev_per_a": 2.462, "orbital_gap_ev": 7.135, "symbols": ["Ta", "Br", "C", "C", "C", "C", "O", "C", "C", "N", "C", "C", "C", "C", "C", "C", "C", "C", "N", "C", "C", "H", "H", "H", "H", "H", "H", "H", "H", "H", "H", "Br", "C", "C", "C", "Br", "C", "C", "C", "C", "N", "C", "C", "O", "H", "H", "H", "H", "O", "H", "H", "C", "C", "C", "C", "C", "N", "C", "O", "N", "C", "C", "C", "C", "N", "C", "C", "C", "H", "H", "H", "H", "H", "H", "H", "H", "H", "H", "H", "H", "H", "C", "C", "C", "C", "N", "H", "H", "H", "H", "H", "H", "H", "H", "H"], "xyz": [[-0.438, -0.934, 0.112], [-5.783, 1.364, -4.476], [-4.176, 0.948, -3.559], [-3.267, 0.064, -4.147], [-2.085, -0.233, -3.507], [-1.788, 0.311, -2.248], [-0.642, 0.052, -1.655], [-2.736, 1.169, -1.650], [-2.449, 1.758, -0.373], [-1.543, 1.315, 0.423], [-1.130, 2.033, 1.554], [-1.907, 2.906, 2.276], [-1.376, 3.623, 3.361], [-0.070, 3.460, 3.728], [0.754, 2.554, 3.027], [2.100, 2.315, 3.382], [2.835, 1.416, 2.663], [2.228, 0.754, 1.585], [0.979, 0.948, 1.224], [0.226, 1.834, 1.930], [-3.913, 1.505, -2.334], [-3.496, -0.376, -5.108], [-1.365, -0.909, -3.952], [-2.996, 2.670, -0.130], [-2.951, 3.036, 2.021], [-2.014, 4.312, 3.899], [0.348, 4.016, 4.558], [2.530, 2.850, 4.220], [3.864, 1.198, 2.913], [2.795, 0.038, 1.001], [-4.625, 2.188, -1.886], [2.168, -2.681, 3.951], [0.366, -2.147, 4.210], [-0.193, -2.315, 5.485], [-1.472, -1.903, 5.727], [-2.212, -2.182, 7.448], [-2.231, -1.271, 4.714], [-3.541, -0.771, 4.877], [-4.154, -0.134, 3.833], [-3.462, 0.006, 2.618], [-2.260, -0.473, 2.415], [-1.646, -1.111, 3.435], [-0.335, -1.597, 3.154], [0.132, -1.440, 1.934], [0.398, -2.780, 6.260], [-4.049, -0.889, 5.824], [-5.157, 0.255, 3.932], [-3.920, 0.535, 1.786], [2.154, -2.266, 0.370], [2.343, -3.161, 0.067], [2.288, -2.285, 1.330], [5.962, 5.380, -1.061], [5.366, 4.119, -1.627], [6.172, 3.065, -2.041], [5.638, 1.898, -2.568], [4.260, 1.775, -2.694], [3.619, 0.625, -3.221], [4.188, -0.389, -3.927], [5.348, -0.494, -4.245], [3.269, -1.388, -4.328], [2.222, -1.978, -3.642], [1.605, -3.110, -4.197], [0.583, -3.737, -3.520], [0.164, -3.220, -2.300], [0.727, -2.137, -1.779], [1.731, -1.534, -2.415], [3.437, 2.813, -2.267], [3.987, 3.969, -1.743], [6.973, 5.538, -1.433], [6.014, 5.326, 0.029], [5.356, 6.247, -1.322], [7.248, 3.153, -1.959], [6.285, 1.100, -2.894], [2.617, 0.700, -3.269], [3.675, -1.965, -5.048], [1.944, -3.481, -5.157], [0.101, -4.616, -3.923], [-0.625, -3.674, -1.726], [2.169, -0.691, -1.903], [2.360, 2.719, -2.358], [3.334, 4.774, -1.428], [-4.222, -1.641, -0.246], [-3.107, -2.697, -0.159], [-3.262, -3.510, 1.135], [-3.236, -3.630, -1.374], [-1.839, -2.026, -0.156], [-5.190, -2.114, -0.075], [-4.227, -1.169, -1.231], [-4.055, -0.872, 0.508], [-4.172, -4.110, 1.102], [-3.307, -2.839, 1.994], [-2.406, -4.176, 1.259], [-4.272, -3.952, -1.477], [-2.617, -4.521, -1.253], [-2.941, -3.104, -2.283]]}

=====

Entry 3:
{"formula": "C42H38ClIN5O4S2Ti", "method": "ωB97M-V/def2-TZVPD", "spin_multiplicity": 3, "homo_energy_ev": [-7.3, -9.9], "e_above_lowest_kj_mol": 60.2, "charge": 1, "largest_force_ev_per_a": 3.170, "orbital_gap_ev": [5.022, 7.598], "symbols": ["Ti", "C", "C", "C", "C", "N", "C", "C", "C", "C", "C", "C", "N", "C", "C", "C", "C", "C", "N", "H", "H", "H", "H", "H", "H", "H", "H", "H", "H", "H", "Cl", "C", "C", "C", "I", "C", "O", "C", "N", "C", "C", "C", "C", "H", "H", "H", "H", "O", "S", "C", "C", "C", "C", "S", "O", "C", "C", "C", "C", "C", "C", "C", "C", "C", "C", "C", "C", "H", "H", "H", "H", "H", "H", "H", "H", "H", "H", "H", "H", "H", "H", "H", "H", "H", "H", "C", "C", "N", "O", "H", "H", "H", "H", "H"], "xyz": [[-0.710, -0.505, -1.242], [-0.298, -0.335, -5.694], [-1.438, 0.424, -5.965], [-2.376, 0.594, -4.973], [-2.157, 0.025, -3.716], [-0.987, -0.606, -3.419], [-0.114, -0.802, -4.413], [-3.146, -0.063, -2.658], [-4.505, 0.114, -2.801], [-5.353, -0.257, -1.754], [-4.816, -0.792, -0.582], [-3.446, -0.893, -0.451], [-2.626, -0.527, -1.482], [-2.719, -1.256, 0.750], [-3.331, -1.691, 1.929], [-2.591, -1.853, 3.074], [-1.227, -1.556, 3.032], [-0.680, -1.165, 1.833], [-1.374, -1.032, 0.694], [0.429, -0.545, -6.465], [-1.590, 0.859, -6.944], [-3.275, 1.169, -5.148], [0.771, -1.369, -4.158], [-4.908, 0.504, -3.726], [-6.422, -0.138, -1.854], [-5.470, -1.090, 0.227], [-4.392, -1.898, 1.929], [-3.053, -2.192, 3.992], [-0.607, -1.646, 3.913], [0.375, -0.942, 1.770], [2.402, 5.169, -5.134], [1.672, 3.963, -4.123], [0.517, 4.255, -3.464], [-0.102, 3.279, -2.672], [-1.975, 3.682, -1.841], [0.440, 2.020, -2.456], [-0.186, 1.145, -1.687], [1.673, 1.723, -3.143], [2.231, 0.502, -2.966], [3.271, 0.170, -3.694], [3.859, 1.010, -4.645], [3.376, 2.281, -4.776], [2.255, 2.682, -4.021], [0.073, 5.235, -3.569], [3.677, -0.824, -3.520], [4.683, 0.656, -5.250], [3.831, 2.978, -5.466], [1.298, -0.700, -0.290], [2.748, -0.273, -0.228], [2.922, 1.358, 0.583], [2.307, 1.546, 1.978], [0.876, 2.080, 2.002], [0.309, 2.075, 3.421], [-1.452, 2.604, 3.332], [-2.081, 1.768, 2.278], [-2.012, 1.900, 4.896], [-3.330, 1.470, 4.924], [-3.869, 0.991, 6.108], [-3.095, 0.957, 7.261], [-1.778, 1.393, 7.226], [-1.233, 1.876, 6.045], [3.414, -1.276, 1.128], [2.795, -2.493, 1.375], [3.318, -3.353, 2.330], [4.462, -2.998, 3.030], [5.093, -1.791, 2.761], [4.581, -0.933, 1.800], [2.526, 2.072, -0.143], [4.005, 1.479, 0.618], [2.950, 2.249, 2.512], [2.345, 0.594, 2.514], [0.237, 1.470, 1.365], [0.851, 3.100, 1.606], [0.815, 2.807, 4.054], [0.348, 1.085, 3.877], [-3.918, 1.502, 4.015], [-4.897, 0.652, 6.138], [-3.516, 0.591, 8.188], [-1.172, 1.364, 8.123], [-0.207, 2.222, 6.029], [1.902, -2.762, 0.826], [2.840, -4.305, 2.517], [4.869, -3.663, 3.781], [5.995, -1.518, 3.293], [5.101, -0.008, 1.589], [-0.240, -4.824, -1.751], [0.248, -3.409, -1.701], [1.538, -3.183, -1.969], [-0.518, -2.481, -1.419], [0.107, -5.334, -2.648], [-1.325, -4.829, -1.726], [0.131, -5.370, -0.881], [2.183, -3.931, -2.151], [1.871, -2.233, -1.887]]}